Record 1
ORCA calculation (wB97M-V/def2-TZVPD) on the molecule C7H15BS2 in a non-equilibrium geometry.

- HOMO-LUMO gap (spin up / spin down): 0.186 / 0.187 Ha
- Expectation value of S²: 2.01
- LUMO energy (spin up / spin down): 0.639 / -3.357 eV
- Charge: 0
- Electronic energy: -29844.2950 eV
- Spin multiplicity: 3

Geometry (Å):
B1 -1.13260 0.04895 -0.44657
C1 -3.59203 0.21215 0.20003
C2 -3.35614 -1.32458 0.01097
C3 1.10913 1.93166 -0.56240
C4 2.99924 -0.56879 -0.40287
C5 1.41005 -0.29308 1.52127
C6 0.75462 0.40667 -0.82263
C7 1.56232 -0.62399 0.05523
S1 -1.99631 1.01445 0.77252
S2 -1.95078 -1.37531 -1.23459
H1 -3.86506 0.61178 -0.88603
H2 -4.30670 0.36381 0.91480
H3 -3.04049 -1.83017 0.87406
H4 -4.24218 -1.80054 -0.47422
H5 0.88286 2.52191 -1.38712
H6 2.17087 1.99029 -0.49892
H7 0.58318 2.59055 0.16556
H8 3.03404 -0.29203 -1.46578
H9 3.44070 0.24400 0.25859
H10 3.47797 -1.61134 -0.34432
H11 1.41130 0.76255 1.80317
H12 2.27195 -0.74368 2.03123
H13 0.53888 -0.76630 1.95909
H14 0.83551 0.12833 -1.88406
H15 0.99966 -1.59730 -0.15702

Löwdin population analysis, charges in e, atoms 1 to 8: -1.009, -0.506, -0.478, -0.075, -0.083, -0.093, -0.183, -0.464

=====

Record 2
ORCA calculation (wB97M-V/def2-TZVPD) on C6H7NO3 as an isolated structure in a non-equilibrium geometry.

- HOMO-LUMO gap: 0.377 Ha
- LUMO energy: 0.398 eV
- Charge: 0
- Electronic energy: -13964.5687 eV
- Spin multiplicity: 1

Geometry (Å):
O1 -1.30333 -3.14193 3.83655
C1 -0.93752 -3.36284 2.70311
C2 -0.51467 -2.30424 1.75741
C3 0.99522 -2.06372 1.43180
C4 0.55702 -0.65002 1.06271
C5 -0.68099 -0.74815 1.83244
N1 -0.74436 -0.71206 0.31698
C6 -1.13468 -2.11289 0.37702
O2 -1.91923 -2.71521 -0.29218
H1 -0.90603 -4.39778 2.30524
H2 1.59883 -2.05322 2.34677
H3 1.45283 -2.70433 0.66730
H4 1.17871 0.20850 0.81679
H5 -1.27683 -0.09129 2.46054
O3 0.49043 0.33429 -2.19304
H6 1.30386 -0.14629 -2.01446
H7 0.59561 1.19522 -1.70964

Löwdin population analysis, charges in e, atoms 1 to 8: 0.074, -0.175, -0.233, -0.024, -0.183, -0.059, 0.118, -0.368

=====

Record 3
ORCA calculation (wB97M-V/def2-TZVPD) on C44H46AuN5OSeSi as an isolated structure in a non-equilibrium geometry.

- HOMO-LUMO gap (spin up / spin down): 0.234 / 0.134 Ha
- Expectation value of S²: 2.02
- LUMO energy (spin up / spin down): -6.646 / -9.331 eV
- Charge: +2
- Electronic energy: -132772.5997 eV
- Spin multiplicity: 3

Geometry (Å):
Au1 -16.02551 -13.34554 9.28789
C1 -13.60945 -9.04576 6.74998
C2 -14.03629 -9.39926 8.01410
C3 -14.58678 -10.64547 8.26486
C4 -14.74186 -11.47540 7.16672
C5 -14.34662 -11.10424 5.85601
C6 -13.79220 -9.86754 5.67550
N1 -15.22097 -12.87237 7.39353
N2 -15.06377 -13.69430 6.48269
C7 -15.45810 -15.05451 6.72472
C8 -15.06862 -15.93199 5.75393
C9 -15.45312 -17.25871 5.84749
C10 -16.30660 -17.59489 6.90953
C11 -16.44258 -16.66140 7.90303
N3 -16.07295 -15.36988 7.87452
H1 -13.26305 -8.02107 6.50913
H2 -13.87285 -8.75994 8.87568
H3 -14.72327 -10.99221 9.23760
H4 -14.54497 -11.82496 5.07829
H5 -13.56170 -9.55206 4.66418
H6 -14.50990 -15.58743 4.90240
H7 -15.27757 -18.04921 5.12784
H8 -16.79169 -18.52639 7.05125
H9 -16.95874 -16.96247 8.83434
C12 -18.49727 -9.54744 4.09034
C13 -19.40097 -9.66081 5.30366
C14 -19.58953 -11.04134 5.86636
C15 -18.32030 -11.86136 6.08588
N4 -18.61716 -13.13556 6.83674
C16 -18.77519 -13.21561 8.15213
Se1 -18.37987 -11.93540 9.46820
N5 -19.19750 -14.42396 8.48920
C17 -19.54886 -14.89687 9.81241
C18 -21.03754 -14.65941 10.15075
C19 -21.98845 -15.88301 9.87509
C20 -21.48266 -17.02741 10.80974
C21 -19.40346 -15.17143 7.31895
C22 -19.94745 -16.47373 7.05974
C23 -20.02357 -16.88429 5.75332
C24 -19.59052 -16.07860 4.67334
C25 -19.07341 -14.81957 4.87185
C26 -18.97346 -14.38847 6.25627
H10 -18.38628 -8.54055 3.71908
H11 -18.99886 -10.13679 3.32508
H12 -17.47456 -9.90225 4.25304
H13 -20.40903 -9.28572 5.14786
H14 -18.97778 -9.04206 6.09618
H15 -20.25506 -11.54143 5.14476
H16 -20.22425 -10.97814 6.72878
H17 -17.67640 -11.34183 6.77814
H18 -17.82062 -12.14607 5.15791
H19 -19.01347 -14.27802 10.47380
H20 -19.31881 -15.91803 9.89447
H21 -21.31761 -13.77178 9.58759
H22 -21.18581 -14.38197 11.23249
H23 -21.90351 -16.22611 8.83189
H24 -22.99753 -15.65381 10.16402
H25 -20.49230 -17.41836 10.58936
H26 -22.19675 -17.87606 10.71752
H27 -21.46324 -16.72942 11.86174
H28 -20.29614 -17.05969 7.94221
H29 -20.49537 -17.83840 5.48092
H30 -19.67874 -16.46595 3.67458
H31 -18.70824 -14.23041 4.07082
O1 -16.43889 -14.09180 11.22407
Si1 -15.28635 -13.30454 12.11840
C27 -15.74446 -11.60033 12.59443
C28 -17.04549 -11.12360 12.51288
C29 -17.43929 -9.88538 12.98355
C30 -16.50818 -9.05544 13.59074
C31 -15.20353 -9.47223 13.57603
C32 -14.79542 -10.74458 13.16360
C33 -14.67789 -14.37987 13.45531
C34 -15.34293 -15.41882 14.13990
C35 -14.68096 -16.10899 15.19500
C36 -13.35348 -15.80875 15.55983
C37 -12.68955 -14.84492 14.81973
C38 -13.31672 -14.07204 13.80159
C39 -13.77302 -13.21686 10.90835
C40 -13.55470 -14.48714 10.36207
C41 -12.38560 -14.74862 9.62599
C42 -11.46618 -13.70819 9.39788
C43 -11.72334 -12.38776 9.83815
C44 -12.84473 -12.14394 10.62323
H32 -17.80986 -11.76022 12.15484
H33 -18.51727 -9.70883 12.98499
H34 -16.82181 -8.14902 14.04035
H35 -14.51298 -8.86874 14.11393
H36 -13.80664 -11.23465 13.33536
H37 -16.34945 -15.73689 13.86079
H38 -15.18848 -16.86371 15.73128
H39 -12.80476 -16.43472 16.26146
H40 -11.65185 -14.78540 14.96228
H41 -12.65625 -13.41182 13.32619
H42 -14.19789 -15.24624 10.66929
H43 -12.19425 -15.71396 9.20641
H44 -10.56633 -13.83534 8.80820
H45 -10.97333 -11.60238 9.65618
H46 -12.94719 -11.21627 11.09443

Löwdin population analysis, charges in e, atoms 1 to 8: 0.918, -0.056, -0.044, -0.048, -0.210, -0.015, -0.069, -0.052

=====

Record 4
ORCA calculation (wB97M-V/def2-TZVPD) on a 2-piece molecular cluster, C3H7N2O2 overall in a non-equilibrium geometry.

- HOMO-LUMO gap: 0.316 Ha
- LUMO energy: 4.339 eV
- Charge: -1
- Electronic energy: -10300.6155 eV
- Spin multiplicity: 1

Geometry (Å):
N1 1.64541 0.79416 -2.36385
C1 0.98017 0.38553 -1.20995
O1 1.58519 0.61973 -0.11198
O2 -0.10525 -0.25485 -1.43887
H1 2.64300 0.98047 -2.30861
H2 1.21234 0.46301 -3.23460
C2 -0.78068 -1.32472 1.14633
C3 -1.36302 0.84414 1.57133
N2 -1.62108 -0.38583 1.83906
H3 0.27693 -1.04630 0.95296
H4 -1.23793 -1.68545 0.21122
H5 -0.68840 -2.18449 1.83033
H6 -2.04995 1.52827 2.13825
H7 -0.49675 1.26632 0.97837

Löwdin population analysis, charges in e, atoms 1 to 8: 0.065, -0.836, -0.136, -0.132, 0.064, 0.072, -0.213, -0.089

=====

Record 5
ORCA calculation (wB97M-V/def2-TZVPD) on C23H37BBr3F11LiMg2N3O14PS2 as an isolated structure in a non-equilibrium geometry.

- HOMO-LUMO gap: 0.075 Ha
- LUMO energy: -8.564 eV
- Charge: +1
- Electronic energy: -340320.8825 eV
- Spin multiplicity: 1

Geometry (Å):
C1 0.08591 2.10323 0.58723
C2 -0.01436 2.28653 -0.60043
B1 0.14280 2.26484 -2.20556
C3 -0.83575 3.49343 -2.74929
C4 -2.35927 3.17578 -2.67024
C5 -3.00771 2.49034 -3.88851
O1 -2.27628 2.68555 -5.10436
N1 -0.40000 0.85005 -2.79325
C6 -0.04187 0.63895 -3.92797
O2 0.22230 0.57396 -5.08298
O3 1.47442 2.56298 -2.65885
C7 2.47580 1.76859 -2.00458
C8 3.44213 1.17599 -3.11011
C9 4.03976 -0.13953 -2.44138
C10 4.63126 2.11892 -3.45117
C11 4.20289 3.25931 -4.45493
C12 5.01169 4.57702 -4.14151
C13 4.39606 2.79895 -5.96444
H1 0.26608 2.20728 1.65728
H2 -0.48679 3.88725 -3.72470
H3 -0.68078 4.32002 -2.01899
H4 -2.64169 2.60421 -1.75611
H5 -2.86344 4.17763 -2.56614
H6 -4.05448 2.85618 -4.07576
H7 -3.06446 1.37182 -3.60461
H8 -2.28082 1.86436 -5.60621
H9 3.08859 2.43835 -1.36898
H10 2.06447 0.89026 -1.47437
H11 2.86071 0.87448 -4.00966
H12 4.94549 -0.43551 -3.00285
H13 4.25142 0.02889 -1.36801
H14 3.24024 -0.91239 -2.51623
H15 5.14207 2.51173 -2.54913
H16 5.37986 1.50196 -3.99952
H17 3.11358 3.46172 -4.35941
H18 5.97588 4.27502 -3.68695
H19 4.43598 5.12124 -3.36075
H20 5.12514 5.17730 -5.06069
H21 4.91128 1.81631 -6.03189
H22 3.40152 2.72929 -6.45465
H23 5.00940 3.56740 -6.47838
C14 -3.94489 -0.48191 -0.09040
Br1 -2.46476 0.70534 0.25379
Br2 -5.48909 -0.10856 0.97270
Br3 -4.38172 -0.51649 -2.00161
H24 -3.62214 -1.48860 0.17174
Mg1 -2.18846 -0.41056 -4.16465
F1 -1.79312 8.12324 -3.01837
P1 -3.22078 7.37652 -2.82761
F2 -4.15156 6.06970 -3.31963
F3 -3.83546 8.85018 -2.53080
F4 -3.95849 7.14766 -1.38772
F5 -2.16976 6.22149 -2.31561
F6 -3.49148 7.68492 -4.39604
N2 -5.57237 -5.74711 0.99517
S1 -4.42887 -4.70149 1.25922
O4 -3.75348 -4.78578 2.51568
O5 -4.61132 -3.38426 0.71573
F7 -3.32266 -5.29135 0.27029
S2 -6.84527 -5.49571 1.89494
O6 -7.74234 -6.60458 1.90367
O7 -7.44432 -4.19762 1.82307
F8 -6.25738 -5.53702 3.38013
C15 1.87122 -1.09496 0.57333
O8 2.79425 -0.29273 0.39702
N3 2.03392 -2.42639 0.54920
C16 0.92969 -3.33945 0.81138
C17 3.35108 -2.92441 0.27192
H25 0.84056 -0.77424 0.78952
H26 1.15988 -3.94979 1.68250
H27 0.76929 -3.98670 -0.05562
H28 -0.00222 -2.73059 1.02219
H29 4.01481 -2.49415 1.03198
H30 3.69923 -2.58433 -0.70571
H31 3.38392 -4.01049 0.31417
C18 -3.18245 -6.27790 5.71581
C19 -3.78366 -7.58218 5.27582
O9 -3.61783 -8.40390 6.42035
C20 -3.63762 -7.56521 7.49677
O10 -3.78865 -7.91845 8.61840
O11 -3.46709 -6.27108 7.11655
F9 -3.08915 -8.12434 4.24491
H32 -2.10126 -6.24544 5.56560
H33 -3.63300 -5.42143 5.21760
H34 -4.84210 -7.52588 5.01394
Mg2 3.64648 -1.56651 2.56950
F10 -0.84128 -2.52524 2.22836
Li1 -5.08300 4.07660 -2.86649
C21 3.71332 1.03664 8.15072
C22 4.76096 0.52064 7.20436
O12 4.26833 -0.76939 6.86165
C23 2.90166 -0.68329 6.96584
O13 2.14639 -1.47859 6.50374
O14 2.52503 0.41760 7.64898
F11 5.95552 0.38079 7.81730
H35 3.88568 0.71373 9.17874
H36 3.62794 2.12113 8.13184
H37 4.88380 1.11919 6.29772

Löwdin population analysis, charges in e, atoms 1 to 8: -0.014, -0.067, -0.836, -0.066, -0.189, -0.277, -0.019, 0.255

=====

Record 6
ORCA calculation (wB97M-V/def2-TZVPD) on the molecule C7H7NO4 in a non-equilibrium geometry.

- HOMO-LUMO gap: 0.326 Ha
- LUMO energy: 0.260 eV
- Charge: 0
- Electronic energy: -17050.2590 eV
- Spin multiplicity: 1
- SMILES: O=C(NO)c1cccc(O)c1O

Geometry (Å):
O1 -2.54230 1.28415 0.54281
C1 -1.99009 0.32790 0.05947
N1 -2.58668 -0.78628 -0.46049
O2 -3.84049 -1.00046 0.04337
C2 -0.51525 0.40046 0.05618
C3 0.04788 1.62892 -0.20219
C4 1.43251 1.83452 -0.14490
C5 2.36092 0.79332 -0.05202
C6 1.86581 -0.52329 0.10474
O3 2.66071 -1.58896 0.18897
C7 0.41322 -0.72897 0.08338
O4 0.01528 -2.11518 -0.03807
H1 -2.04325 -1.59015 -0.41231
H2 -4.14833 -0.14126 0.25980
H3 -0.61855 2.47175 -0.39003
H4 1.74833 2.93565 -0.20639
H5 3.37852 0.91128 0.03519
H6 3.62957 -1.47708 0.30971
H7 0.73220 -2.63633 0.22279

Löwdin population analysis, charges in e, atoms 1 to 8: 0.098, -0.443, 0.048, 0.019, -0.072, -0.049, -0.075, -0.011